[1]
The following is a DFT calculation (wB97M-V/def2-TZVPD) of an isolated molecule of C22H34N2O3.

Its molecular weight is 374.5 g mol⁻¹. The maximum force comes out at 0.49 eV/A. As for the energy above the lowest of the compared OMol25 structures with the same formula, charge and spin: 3.150 eV. The value obtained for the energy is -32487.39594 eV. Its structure (SMILES) is COc1cccc2c1OCC(CN1CCN(CCC(C)C)[C@H](CCO)C1)=C2. For the orbital gap, the calculation gives 8.65 eV. The LUMO energy comes out at 0.779 eV.

```
61
Properties=species:S:1:pos:R:3:mulliken_charge:R:1
C 7.69726 -0.26605 0.98019 -0.9750
H 8.04406 0.64184 1.47140 0.2307
O 6.41419 0.03356 0.49440 -0.3846
C 5.73674 -0.93586 -0.18367 0.4948
C 6.20765 -2.21865 -0.42927 -0.4701
C 5.43703 -3.13146 -1.13630 -0.9159
C 4.19961 -2.77237 -1.62392 -0.7750
C 3.70435 -1.49148 -1.39050 1.2896
C 4.46162 -0.57827 -0.65316 -0.1097
O 4.02855 0.69321 -0.42401 -0.4821
C 2.62348 0.87717 -0.42156 -0.5027
C 1.92664 0.13617 -1.53340 0.8630
C 2.44782 -1.01899 -1.94697 -0.6109
H 1.98564 -1.60783 -2.72590 0.4134
C 0.67828 0.75094 -2.08722 -1.5225
N -0.28943 0.99600 -1.03030 0.4729
C -1.38530 1.84240 -1.45541 -0.9220
C -2.28013 2.15758 -0.26119 -0.7108
N -2.75788 0.93086 0.34422 0.7552
C -3.77685 1.14870 1.35339 -1.2542
H -3.53660 2.02025 1.98852 0.3357
C -5.17489 1.37781 0.76627 -1.2428
H -5.16582 2.27489 0.14471 0.3702
H -5.84139 1.57526 1.61026 0.4679
C -5.76352 0.22291 -0.05830 0.7181
C -5.69936 -1.10914 0.68495 -1.5185
H -6.09932 -1.01067 1.69210 0.3537
H -6.28450 -1.85965 0.15793 0.4682
H -4.67375 -1.46307 0.74526 0.2214
C -5.09283 0.09888 -1.42341 -1.1630
H -5.20488 1.02083 -1.98989 0.3068
H -5.54549 -0.71003 -1.99333 0.4931
H -4.03410 -0.10260 -1.29541 -0.0181
H -6.82166 0.46610 -0.22109 0.4115
H -3.80759 0.27096 2.00103 0.5795
C -1.66323 0.06604 0.75157 -0.1629
C -0.82560 -0.23845 -0.49275 -1.5817
H -1.46088 -0.75456 -1.23556 0.3257
H 0.00338 -0.89884 -0.23488 0.4598
C -0.76668 0.63518 1.86988 -0.4478
H -0.04207 1.31982 1.42715 0.0967
H -1.38378 1.19123 2.58174 0.7030
C -0.01931 -0.46271 2.62545 -0.8641
O 0.91484 0.05257 3.54428 -0.5251
H 0.45911 0.64966 4.14819 0.3425
H -0.73963 -1.11875 3.13924 0.3952
H 0.56668 -1.07554 1.93698 0.2601
H -2.11117 -0.87203 1.10502 0.6658
H -1.72158 2.78056 0.45739 0.2835
H -3.14245 2.73022 -0.60746 0.4294
H -1.99009 1.35373 -2.24054 0.3190
H -0.97955 2.77341 -1.85909 0.4581
H 0.26547 0.10592 -2.88362 0.2956
H 0.93099 1.71988 -2.53205 0.4323
H 2.21580 0.55592 0.55228 0.2325
H 2.46757 1.95422 -0.51575 0.2741
H 3.60433 -3.47343 -2.18944 0.4267
H 5.82233 -4.12482 -1.30985 0.3738
H 7.17683 -2.52230 -0.06717 0.3787
H 7.67371 -1.08343 1.70927 0.3801
H 8.38734 -0.52367 0.16927 0.3812
```

=====

[2]
The following is a DFT calculation (wB97M-V/def2-TZVPD) of a cluster of 2 separate species, C4H13NO in total at a distorted geometry.

Its molecular weight is 91.2 g mol⁻¹. The maximum force comes out at 2.36 eV/A. As for the energy above the lowest of the compared OMol25 structures with the same formula, charge and spin: 1.015 eV. The value obtained for the energy is -7895.64612 eV. Its structure (SMILES) is CCOCC.N. For the orbital gap, the calculation gives 10.80 eV. The LUMO energy comes out at 0.991 eV.

```
19
Properties=species:S:1:pos:R:3:mulliken_charge:R:1
C -0.27441 -1.21293 -0.05518 -1.2256
C -0.40737 0.00077 -0.96871 -0.1765
N 4.34497 -3.55082 4.41710 -0.6413
H -1.28058 -1.39885 0.33403 0.3055
H 0.16095 -0.93289 0.90727 0.3039
H 0.20817 -2.05442 -0.52527 0.3486
H 0.56974 0.49542 -1.03054 0.2587
H -0.76589 -0.37183 -1.92884 0.3280
H 5.12338 -4.05413 4.00168 0.2140
H 3.96303 -2.90141 3.73185 0.2140
H 3.57120 -4.12966 4.70346 0.2134
C -1.96671 1.68862 -1.53353 -0.3048
O -1.36123 0.94293 -0.49083 -0.3696
C -1.09459 2.82147 -2.02846 -1.0680
H -2.39755 1.07778 -2.33846 0.3470
H -2.88561 2.06737 -1.08286 0.2981
H -0.75350 3.44367 -1.20384 0.2914
H -0.17719 2.55256 -2.56093 0.2941
H -1.66667 3.42910 -2.72850 0.3690
```